1.
Below is a cluster of 2 separate species, C4H7ClN2 in total, with properties calculated with ωB97M-V/def2-TZVPD.

Last column: Mulliken charge in e.
CARTESIAN COORDINATES (ANGSTROEM)
C 2.76075 -1.50402 1.28716  0.55
C -0.25745 2.05080 -0.01022  -0.86
C -0.95595 -0.34169 -0.08122  -0.97
C 0.04375 0.76485 -0.03705  0.20
N 3.13926 -2.58164 0.90556  -0.49
N 2.64244 -0.31942 1.49901  -0.33
Cl 2.20638 0.54629 2.88567  -0.02
H 2.62460 -3.28760 0.41230  0.28
H 0.50468 2.81249 0.01410  0.27
H -1.27639 2.40479 -0.02335  0.25
H -1.97106 0.04697 -0.14125  0.34
H -0.86736 -0.96395 0.81193  0.23
H -0.76707 -0.97818 -0.94699  0.26
H 1.07815 0.44920 -0.03861  0.29

Results
Gap between HOMO and LUMO (eV): 9.82
Relative energy (zero: lowest compared OMol25 entry of this formula, charge and spin) (eV): 3.474
SMILES: N=C=NCl.C=CC
E_tot (eV): -19761.2589
Net charge: 0

2.
Below is the molecule C4H7ClN2O, with properties calculated with ωB97M-V/def2-TZVPD.

Last column: Mulliken charge in e.
CARTESIAN COORDINATES (ANGSTROEM)
C 0.94289 -0.01435 0.63489  0.27
C 0.13725 1.24990 0.33123  -0.66
C 0.10719 -1.15310 -0.03806  -0.78
C -2.18428 -0.61998 0.18430  0.14
H 0.99195 -0.06756 1.70452  0.33
H 0.71063 2.17358 0.03049  0.33
H -0.46896 1.56681 1.16758  0.31
H -1.51942 1.36603 -0.78526  0.30
H -0.24199 -1.96019 0.62634  0.31
H 0.73934 -1.53442 -0.89266  0.37
H -2.31730 -1.71520 0.37859  0.30
N -0.68282 0.83690 -0.84750  -0.59
N -1.09310 -0.49156 -0.57866  0.17
O -3.00465 0.28086 0.29777  -0.57
Cl 2.62094 -0.07459 -0.07664  -0.22

Results
Gap between HOMO and LUMO (eV): 10.28
Relative energy (zero: lowest compared OMol25 entry of this formula, charge and spin) (eV): 1.272
SMILES: O=CN1C[C@@H](Cl)CN1
E_tot (eV): -21810.3666
Net charge: 0